{
  "formula": "C50H83BaN4O22",
  "method": "wB97M-V/def2-TZVPD",
  "symbols": ["Ba", "O", "O", "O", "O", "O", "O", "O", "O", "O", "O", "O", "O", "O", "O", "O", "O", "O", "O", "O", "O", "O", "O", "N", "N", "N", "N", "C", "C", "C", "C", "C", "C", "C", "C", "C", "C", "C", "C", "C", "C", "C", "C", "C", "C", "C", "C", "C", "C", "C", "C", "C", "C", "C", "C", "C", "C", "C", "C", "C", "C", "C", "C", "C", "C", "C", "C", "C", "C", "C", "C", "C", "C", "C", "C", "C", "C", "H", "H", "H", "H", "H", "H", "H", "H", "H", "H", "H", "H", "H", "H", "H", "H", "H", "H", "H", "H", "H", "H", "H", "H", "H", "H", "H", "H", "H", "H", "H", "H", "H", "H", "H", "H", "H", "H", "H", "H", "H", "H", "H", "H", "H", "H", "H", "H", "H", "H", "H", "H", "H", "H", "H", "H", "H", "H", "H", "H", "H", "H", "H", "H", "H", "H", "H", "H", "H", "H", "H", "H", "H", "H", "H", "H", "H", "H", "H", "H", "H", "H", "H"],
  "xyz": [[0.40968, 4.27138, -0.67584], [-0.89293, 5.45603, 1.50860], [3.10675, 3.35265, -0.37988], [-7.09740, -1.48535, 3.28349], [-6.77932, -1.61071, -1.44712], [0.68912, -2.60544, 2.89250], [0.14335, 0.48301, 6.05086], [-0.77447, -3.68302, -2.70665], [3.41679, -1.26347, -4.86700], [-2.51239, 4.15812, -0.43359], [0.51027, -0.44418, -4.85924], [2.82559, -2.68229, 2.75952], [-1.38092, -5.73258, -2.75749], [4.73107, -3.47706, 0.00650], [2.99095, 0.24733, 5.59576], [-7.23481, -0.22971, 1.55521], [0.29919, 2.21911, 1.11288], [2.82784, -5.69579, -0.13696], [-7.55335, 0.01789, -2.62065], [-0.65481, 4.59224, -3.23128], [2.23481, 5.48150, 1.10054], [-0.47455, 1.66754, -0.84941], [1.70087, 3.12618, -2.89469], [-6.62002, -0.72176, 2.47374], [1.74622, -3.21188, 2.89047], [-1.33402, -4.65057, -2.21111], [-6.65982, -0.67857, -2.21032], [-3.13164, -0.66100, 3.83525], [-2.92053, -0.63123, -2.39501], [-5.07668, 0.40760, -3.75667], [0.48878, -5.25364, 3.46212], [0.64628, 2.65473, -3.74538], [-1.63771, -3.38137, -0.14345], [2.06086, 0.48805, 4.56469], [0.85843, 1.23890, 5.08673], [0.21153, -0.12538, 0.60916], [3.62663, 5.27063, 0.97650], [-2.00751, -4.46943, -0.93243], [-5.19572, -0.41217, 2.61094], [3.25731, 1.94433, -0.53378], [1.48399, -6.08414, -0.22663], [-1.04294, 1.12861, 6.46232], [1.29785, -0.94438, -5.94993], [-2.32160, -3.17705, 1.02736], [-0.96826, 4.61762, 2.65248], [1.98921, 6.76342, 1.73383], [3.20827, -4.93401, -1.26318], [-3.70393, -5.09647, 0.64933], [-3.06241, -5.28833, -0.57123], [4.77634, -0.89700, -4.75298], [-3.23187, 0.73529, 1.85576], [-2.21331, 5.90224, 1.20541], [-0.18285, 3.80271, -4.31857], [1.53987, -7.43422, 3.37143], [-2.52730, 0.18666, 2.89527], [4.05117, -2.27290, -0.22082], [-5.28387, -0.37581, -2.64519], [-4.58158, 0.41783, 1.69342], [2.71691, -6.79306, 2.97060], [2.74895, -0.52649, -5.87952], [1.66770, -4.66458, 3.04786], [-3.77771, 0.76235, -4.16227], [-0.09229, 1.33478, 0.29159], [3.91846, 3.79619, 0.68722], [2.79590, -5.43332, 2.82171], [2.78380, 3.70543, -3.60653], [4.60683, -4.38157, -1.06117], [-1.36605, 5.78151, -3.59638], [-4.48260, -0.90664, 3.70124], [0.44523, -6.63902, 3.67014], [-4.19914, -0.85536, -1.92900], [0.82442, -0.92252, -3.57112], [-3.38534, 3.60560, -1.39118], [-3.14456, 4.86027, 0.63856], [3.90798, -0.74706, 5.17553], [-2.70232, 0.18530, -3.51388], [-3.36923, -4.00323, 1.43191], [1.07051, 2.05219, -4.55423], [-2.04880, -2.34961, 1.67308], [-0.45018, -7.07357, 4.09327], [4.87012, 0.05536, -4.22301], [-1.49856, 3.68605, 2.45463], [-1.49694, 0.51638, 2.99068], [-1.01145, 3.35630, -4.87779], [3.38273, 4.25343, -2.88749], [-3.77508, -3.76827, 2.40731], [2.59804, 7.57743, 1.34219], [-3.61708, 1.39869, -5.02073], [-1.71187, 0.36756, -3.91369], [1.04492, -0.52403, 0.02946], [3.38000, 2.93666, -4.11596], [1.83958, -0.71706, -3.22197], [-0.69872, -0.69248, 0.40744], [4.26063, -0.58654, 4.15264], [5.28859, -0.90981, -5.71658], [0.93044, 6.96112, 1.59709], [-1.53019, 0.36435, 7.06761], [-5.12956, 0.91066, 0.90061], [-3.33667, -6.11277, -1.21547], [1.16590, -2.02938, -5.94246], [-2.77547, 1.40308, 1.14502], [3.09089, 1.39101, 0.39826], [3.97124, 5.81956, 0.08998], [0.79424, -5.22637, -0.23741], [-3.97644, 2.80027, -0.94403], [4.27490, 1.70806, -0.85701], [-0.77696, -2.79077, -0.42571], [0.53670, -0.19753, 1.64648], [-2.23299, 6.73411, 0.49235], [3.66543, 3.27361, 1.61584], [-4.03654, 5.36975, 0.26488], [4.43214, -1.51659, 0.46445], [-0.36665, -4.67217, 3.77430], [3.36766, -1.70036, 5.21254], [4.93793, -3.98142, -2.02599], [3.28286, -0.74332, -6.81332], [3.11388, -5.53665, -2.17521], [-2.48206, -0.96492, 4.64410], [2.45711, 4.29609, -4.46838], [1.55012, -8.50067, 3.54381], [-0.84884, 1.95086, 7.15931], [1.12844, 2.21953, 5.49417], [-3.44024, 4.11436, 1.38271], [-2.08225, 5.60395, -4.39905], [2.49380, 1.56851, -1.21126], [4.75709, -0.84910, 5.84771], [0.39550, 4.37445, -5.04918], [5.24461, -5.23272, -0.81551], [0.17351, -0.35201, -2.90433], [0.81291, -0.49020, -6.81252], [2.49481, -4.10082, -1.37491], [-1.36943, 5.11457, 3.54153], [4.98505, 3.74536, 0.45340], [0.02532, 4.30782, 2.98065], [-4.95435, -1.58004, 4.40591], [3.56615, -7.37738, 2.63705], [0.17914, 1.38158, 4.23741], [2.20354, 6.59418, 2.79066], [-4.10309, 4.28900, -1.85795], [-1.69339, 1.50188, 5.66889], [-2.09422, -1.01823, -1.81376], [1.73371, -0.42219, 4.05303], [0.62448, -1.98818, -3.42462], [2.97451, -2.34379, -0.01752], [1.27916, -6.62081, -1.16013], [-2.60586, 6.36074, 2.11895], [0.08351, 1.93415, -3.15234], [4.10231, -1.87077, -1.24092], [5.25153, -1.64445, -4.11748], [2.82647, 0.55419, -5.69724], [4.23500, 5.50028, 1.85463], [-5.88816, 0.81107, -4.34871], [-4.55945, -5.64819, 1.01813], [1.15757, -6.68471, 0.61948], [-4.30358, -1.46353, -1.03955], [-0.61410, 6.52180, -3.87198], [3.71820, -5.01212, 2.44638], [-2.81525, 3.16802, -2.20841], [-1.94429, 6.09540, -2.72789], [2.54849, 1.17093, 3.85282]],
  "forces_ev_per_angstrom": [[-0.2, -1.0, 0.4], [-0.6, 0.0, -0.2], [0.0, -0.3, 0.2], [0.0, -0.2, 0.3], [-0.2, -0.2, 0.2], [-0.2, 0.2, 0.0], [0.1, 0.3, -0.5], [0.0, 0.0, 0.5], [0.0, 0.1, -0.1], [0.7, 1.1, -0.2], [0.4, 0.3, -0.4], [0.3, -0.1, 0.0], [-0.2, -0.2, 0.4], [0.0, 0.3, -0.5], [0.3, -0.1, 0.0], [0.1, 0.3, -0.2], [-0.3, 0.1, 0.5], [0.0, -0.1, 0.2], [-0.4, 0.3, -0.3], [-0.2, 0.0, -0.1], [0.2, 0.8, 0.3], [-0.8, -0.1, -1.0], [-0.4, 0.3, -0.2], [-0.3, -0.3, -0.1], [-0.5, -0.1, -0.1], [0.2, -0.1, -0.9], [0.7, -0.2, 0.2], [0.6, 1.3, -0.8], [0.3, 0.8, -0.1], [0.2, 1.1, -0.8], [-0.3, -0.5, 0.7], [0.4, -0.1, -0.2], [0.3, -0.6, -0.4], [0.0, 0.8, 0.4], [-0.5, -0.4, 0.1], [-0.5, 0.4, 0.5], [0.6, -1.1, -1.5], [-0.5, 0.7, 0.6], [0.8, 0.4, 0.2], [-0.1, -0.7, 0.2], [-0.8, 0.2, -0.4], [0.3, -0.6, 1.1], [-0.6, 0.2, 0.9], [-0.1, 0.5, 0.6], [0.8, -0.8, 1.1], [-0.3, -1.0, 0.3], [-0.5, 0.5, 0.3], [-0.6, 0.9, 0.4], [0.1, -0.8, 0.0], [-0.2, -0.5, 0.6], [-1.0, -0.3, -0.3], [-0.3, 0.9, 0.0], [0.0, -0.8, 0.1], [0.6, 0.8, 0.3], [0.6, 0.3, 0.4], [-0.7, 0.7, 0.3], [0.4, 0.3, -0.2], [0.1, 0.5, -0.1], [-0.2, -1.0, -0.5], [0.4, -0.5, 0.0], [0.2, -0.4, 0.2], [-0.5, -0.9, 0.4], [2.2, 0.4, -0.1], [-0.7, 1.2, 0.8], [0.3, 0.4, -0.4], [0.1, -0.6, -0.7], [-0.2, -1.2, -0.2], [0.4, -0.4, 0.1], [-0.1, -1.1, 0.3], [-0.1, 0.3, -0.1], [0.1, -0.7, 0.2], [-0.2, 0.2, 0.9], [-0.6, -0.9, -0.3], [-0.2, -0.9, 0.0], [-0.5, -0.7, 0.2], [0.1, -0.1, 0.2], [1.2, 0.3, -0.2], [0.0, 0.1, -0.2], [0.1, 0.0, -0.1], [-0.1, 0.0, -0.1], [0.1, 0.3, -0.3], [-0.2, 0.1, -0.1], [0.1, -0.4, 0.2], [-0.2, 0.1, 0.1], [0.1, 0.1, -0.2], [-0.5, -0.3, -0.1], [0.1, -0.2, -0.2], [-0.1, 0.0, -0.1], [0.1, -0.1, 0.2], [-0.2, 0.2, -0.4], [0.1, -0.2, 0.5], [0.1, 0.0, -0.4], [0.2, -0.3, 0.1], [0.0, 0.1, 0.0], [0.0, 0.3, -0.1], [0.0, 0.2, 0.1], [-0.5, 0.1, -0.2], [-0.2, -0.4, 0.0], [0.0, 0.0, 0.0], [0.3, -0.1, -0.4], [0.2, 0.1, -0.1], [0.0, 0.4, 0.2], [0.2, 0.4, 0.3], [0.2, 0.3, 0.0], [0.0, -0.1, 0.0], [-0.1, 0.0, -0.3], [-0.1, 0.1, 0.0], [-0.4, -0.2, 0.1], [0.9, -0.1, -0.1], [0.2, -0.5, -0.2], [-0.1, 0.0, 0.1], [0.2, -0.1, 0.0], [0.0, 0.2, -0.3], [0.2, -0.1, -0.3], [0.1, 0.3, 0.1], [-0.3, 0.1, -0.3], [0.3, 0.0, 0.0], [-0.5, -0.5, 0.2], [-0.2, 0.6, 0.5], [-0.2, 0.0, -0.1], [0.2, 0.2, -0.2], [0.1, 0.0, 0.1], [-0.2, 0.1, 0.1], [0.2, -0.1, -0.2], [0.2, 0.2, -0.3], [-0.1, 0.5, 0.2], [0.0, 0.3, 0.2], [0.1, 0.1, 0.0], [-0.1, -0.2, 0.1], [0.2, -0.2, -0.2], [0.0, 0.0, -0.1], [-0.4, 0.3, -0.4], [0.0, -0.4, 0.0], [0.2, 0.1, -0.6], [-0.3, 0.2, -0.1], [0.0, -0.1, 0.3], [0.1, 0.3, -0.2], [-0.1, 0.5, 0.1], [0.2, 0.5, 0.4], [0.1, -0.2, -0.3], [0.1, -0.1, -0.2], [0.1, -0.1, 0.1], [0.0, 0.0, -0.3], [0.0, -0.2, 0.1], [0.1, -0.2, 0.0], [-0.4, -0.3, 0.0], [-0.3, 0.4, 0.2], [0.5, -0.3, -0.2], [0.0, -0.1, 0.0], [-0.1, 0.0, 0.1], [-0.4, 0.5, 0.1], [-0.3, -0.2, 0.3], [0.2, -0.6, -0.5], [0.5, -0.2, 0.1], [-0.4, 0.0, 0.0], [-0.3, 0.3, -0.2], [-0.1, 0.3, 0.1], [0.3, 0.0, 0.2], [0.2, 0.1, 0.1], [-0.2, -0.2, -0.4]],
  "mulliken_charge": [0.535, 0.124, 0.030, -0.635, -0.586, -0.520, -0.367, -0.527, -0.215, 0.703, -0.145, -0.658, -0.632, -0.392, -0.500, -0.599, -0.711, -0.237, -0.612, 0.411, 0.245, -0.933, 0.510, 1.086, 1.302, 1.117, 1.103, -0.499, -0.022, -0.683, -0.456, 0.452, 0.478, 0.384, 0.231, 0.953, -0.853, -0.468, -0.382, -0.661, -0.641, -0.755, -0.713, 0.301, -0.735, -0.932, -0.043, -0.896, -0.853, -0.715, 0.031, -0.876, -1.035, -0.786, -0.309, -0.400, -0.507, -0.402, -0.290, -0.374, 0.231, -0.823, 0.515, -0.305, -0.367, -0.835, -0.682, -0.961, -0.589, -0.471, -0.224, -0.402, -0.530, -0.565, -0.581, -0.314, -0.920, 0.036, 0.022, 0.427, 0.245, 0.254, 0.235, 0.497, 0.203, 0.552, 0.393, 0.507, 0.479, 0.213, 0.095, 0.224, -0.654, 0.248, 0.384, 0.151, 0.267, 0.555, 0.555, 0.366, 0.373, 0.288, 0.357, 0.092, -0.005, 0.453, 0.799, -0.554, 0.287, 0.107, 0.449, 0.284, 0.443, 0.171, 0.270, 0.521, 0.447, 0.535, 0.404, 0.413, 0.309, 0.486, 0.280, 0.307, -0.048, 0.360, 0.405, 0.360, -0.285, 0.331, -0.022, 0.405, 0.349, 0.102, 0.480, 0.349, -0.278, 0.320, 0.466, 0.266, 0.474, -0.283, 0.668, 0.089, 0.483, 0.468, -0.440, 0.245, 0.129, 0.128, 0.436, 0.458, 0.431, 0.231, 0.750, 0.341, 0.313, -0.132, 0.138, 0.118],
  "orbital_gap_ev": 8.54,
  "total_charge": 1,
  "homo_ev": -11.09
}